The following is a quantum chemistry calculation of 13 unconnected molecules or ions with the total composition C25H76N14O13, from OMol25.

Computed properties:
Relative energy (zero: lowest compared OMol25 entry of this formula, charge and spin)   218.6 kJ/mol
Charge   0
Gap between HOMO and LUMO   9.8528 eV
Largest force on an atom   3.2 eV Å⁻¹
HOMO level   -9.5718 eV

```
128
C25H76N14O13 ωB97M-V/def2-TZVPD
C -1.62996 1.05098 4.06607
C -0.85902 0.45031 5.29898
C -1.63572 0.82767 6.57050
O -0.94280 -0.94347 5.11321
H -2.73259 0.90028 4.15603
H -1.33426 0.78441 3.05484
H -1.49033 2.11676 4.09076
H 0.18805 0.75517 5.25938
H -1.23913 0.45312 7.50845
H -2.55415 0.34707 6.37402
H -1.71046 1.92731 6.60991
H -0.07668 -1.29806 5.21943
C 0.18298 6.36049 2.62290
C -0.72650 5.31816 2.09752
C -0.04830 4.02498 1.75105
O -1.75041 5.07837 3.02874
H 0.68853 6.92110 1.82175
H 0.96048 5.90744 3.30090
H -0.49580 7.04330 3.12887
H -1.25299 5.68699 1.18704
H 0.72616 4.14489 0.96131
H -0.90512 3.35506 1.69847
H 0.56190 3.71580 2.63678
H -1.61709 4.35896 3.60085
C 2.30472 2.36729 -2.92179
C 3.46695 1.41861 -3.32781
C 4.84318 1.84816 -2.69546
O 3.19547 0.06432 -3.12350
H 2.29179 2.45860 -1.83538
H 1.32031 2.12968 -3.34169
H 2.61986 3.32116 -3.42429
H 3.40205 1.51356 -4.42100
H 5.68858 1.11047 -2.85762
H 4.68298 2.02811 -1.63110
H 5.21151 2.73540 -3.19162
H 2.24832 -0.08595 -3.35196
C 3.47788 1.31778 3.52422
C 4.18376 1.04752 2.19932
C 3.18137 0.47824 1.20874
O 4.65137 2.29332 1.78045
H 2.50096 1.75278 3.31081
H 4.17167 2.10255 3.96616
H 3.33215 0.40852 4.08773
H 5.06452 0.39078 2.34631
H 2.82755 -0.51223 1.32154
H 3.65544 0.35502 0.24240
H 2.31571 1.19293 0.99602
H 4.95347 2.21018 0.85945
C 3.88053 -3.33885 -1.80712
C 5.02290 -2.45022 -2.20856
C 6.43565 -2.99975 -1.95049
O 4.93697 -2.12066 -3.64895
H 2.94777 -2.76870 -2.13159
H 3.86657 -3.41666 -0.73397
H 3.93447 -4.27346 -2.35702
H 5.06381 -1.49695 -1.66837
H 7.02954 -2.39705 -1.24158
H 7.03862 -2.93864 -2.86991
H 6.42346 -4.05802 -1.60961
H 4.16425 -1.51896 -3.70233
C 0.23301 -0.27060 -0.03644
C -0.93096 -0.66230 -0.91759
C -2.25333 -0.73398 -0.13627
O -1.15127 0.20222 -2.01593
H 1.15895 0.06217 -0.58885
H 0.52205 -1.08065 0.64608
H -0.06568 0.57799 0.61575
H -0.63271 -1.61777 -1.39080
H -3.00626 -1.06446 -0.83258
H -2.52217 0.23322 0.28516
H -2.30819 -1.46785 0.63078
H -1.19867 1.14373 -1.75300
C -1.98993 3.61030 -2.21268
O -1.41271 2.78684 -1.52661
N -2.19302 3.62420 -3.58900
N -2.50415 4.81572 -1.60895
H -2.79797 4.31505 -3.94173
H -1.88619 2.92061 -4.20996
H -3.25753 5.26926 -2.10661
H -2.77355 4.62775 -0.62032
C -1.68744 -2.86572 -3.48304
O -1.92985 -4.03123 -3.44835
N -0.53456 -2.32351 -3.97528
N -2.62409 -1.91962 -3.16729
H 0.21129 -2.88329 -4.34244
H -0.28672 -1.33797 -3.87056
H -2.30763 -1.04041 -2.83348
H -3.48121 -2.21029 -2.75356
C -0.34600 0.32452 -5.57358
O 0.67081 0.18303 -4.88539
N -0.33123 0.11631 -6.89101
N -1.58366 0.74847 -4.95419
H -1.23087 0.09205 -7.34266
H 0.61393 0.02105 -7.25184
H -2.39793 0.38122 -5.40738
H -1.48246 0.49686 -3.94531
C -6.00174 -0.30990 -0.91326
O -6.68375 0.20318 -1.76523
N -5.83616 -1.73241 -0.77702
N -5.29109 0.35040 0.09512
H -5.65123 -1.97642 0.19786
H -6.68666 -2.18773 -1.11902
H -5.07192 -0.40449 0.77398
H -5.49419 1.30534 0.31329
C 1.29242 -2.60978 3.68801
O 1.38472 -2.02387 4.78114
N 0.41461 -2.22704 2.67650
N 2.13840 -3.62947 3.22405
H -0.17323 -1.48405 2.92476
H 0.26736 -2.76565 1.81716
H 3.01585 -3.79516 3.72205
H 2.12256 -3.82884 2.23209
C -4.74787 -1.98159 3.35163
O -4.80116 -1.54688 2.19766
N -5.62371 -2.81558 3.89518
N -3.72825 -1.61452 4.17445
H -5.87235 -2.86426 4.86820
H -6.39014 -3.02648 3.28036
H -2.91082 -1.16910 3.73876
H -3.38080 -2.34765 4.80211
C -0.16868 -4.39563 -0.47953
O 0.34044 -4.16359 0.57878
N -1.47167 -4.25780 -0.72043
N 0.55814 -4.69514 -1.58710
H -1.88971 -4.73390 -1.52449
H -2.11400 -3.91455 -0.03790
H 1.51684 -4.96826 -1.52182
H -0.00723 -4.88812 -2.40058
```